104
Properties=species:S:1:pos:R:3:forces:R:3:mulliken_charge:R:1 method="wB97M-V/def2-TZVPD" spin_multiplicity=1 total_charge=-1 lumo_energy_ev=1.91
C 1.8499 3.4102 -1.2192 -0.2 -0.7 0.8 -1.529
C 2.2892 2.3637 -0.4058 -0.4 1.1 -0.3 -0.983
P 2.1854 0.4748 -0.7947 -2.9 0.6 1.6 3.804
C 2.0450 0.1642 1.1158 0.1 -0.7 0.0 -1.511
C 0.9843 -0.8457 1.5756 -0.2 0.6 0.5 -0.479
C -0.4846 -0.3911 1.4135 0.0 -0.8 1.1 1.126
C -1.1064 0.0932 2.7486 0.1 0.1 -1.7 -0.956
N -0.7982 1.5044 2.8833 0.1 0.4 1.4 0.582
C -1.2878 2.5193 2.1267 -0.6 0.0 -1.0 -0.614
C -0.7467 3.7256 2.4929 0.3 -0.9 0.6 -0.475
C 0.1235 3.4021 3.5791 0.1 0.6 0.0 -0.728
C 0.0610 2.0506 3.8033 -0.1 -0.1 -0.2 -0.535
C 2.1802 0.7858 -2.6816 0.4 -0.3 -0.2 -1.100
C 0.8387 1.0987 -3.3546 0.1 0.0 -0.9 -1.361
C -0.4611 0.5113 -2.8661 -0.5 0.3 0.6 0.830
C -1.4737 1.3822 -2.4457 -0.1 0.0 -0.1 -0.574
C -2.7230 0.9401 -2.0264 0.2 -0.1 -0.3 -0.638
C -3.0129 -0.4215 -2.0257 0.2 0.6 0.2 -0.550
C -2.0119 -1.3057 -2.4186 -0.5 0.0 0.0 -0.643
C -0.7690 -0.8475 -2.8344 0.2 -0.2 -0.3 0.217
C 4.1035 0.2135 -0.8295 1.4 1.8 1.0 -1.246
C 4.9155 1.4890 -0.5507 -1.4 0.0 -1.5 0.144
C 5.1747 2.3803 -1.7060 1.5 -1.0 0.8 -0.947
O 6.2069 1.5243 -1.1102 0.6 0.3 0.6 -0.573
N 1.8451 -1.3441 -1.2250 1.3 -0.1 -0.2 0.299
C 2.7153 -2.2462 -1.2208 -0.4 -1.0 -0.1 0.695
C 3.3085 -2.8437 -2.5089 -0.4 -0.4 0.4 -1.884
C 3.2491 -3.0090 0.0063 0.7 0.7 0.0 -1.576
H 0.7734 3.5577 -1.3089 0.0 -1.0 -1.8 0.288
H 2.5320 4.0733 -1.7534 -0.1 1.3 1.4 0.137
H 2.6987 2.7283 0.5512 2.1 -0.3 -0.8 0.506
H 0.7370 0.6475 -0.7312 0.1 -0.1 -0.4 -1.045
H 3.0013 -0.1457 1.5621 0.0 0.0 -0.1 0.443
H 1.7735 1.0962 1.6246 0.1 0.2 -0.2 0.207
H 1.0810 -1.8532 1.1803 0.3 0.1 -0.4 0.348
H 1.1432 -0.9591 2.6603 0.0 -0.1 0.0 0.547
H -0.6351 0.4186 0.7067 0.1 -0.3 -0.4 -0.294
H -1.0698 -1.2708 1.1352 -0.1 0.2 -0.3 -0.570
H -2.1789 -0.0759 2.6592 -0.1 0.3 0.4 0.345
H -0.7211 -0.4815 3.5849 0.0 0.2 0.2 0.128
H -1.9729 2.2944 1.3229 0.0 0.0 0.0 0.402
H -0.9252 4.6831 2.0342 0.0 -0.1 0.1 0.717
H 0.7285 4.1092 4.1258 0.0 -0.1 0.1 0.393
H 0.5487 1.4234 4.5298 0.1 0.0 0.0 0.332
H 2.8803 1.5893 -2.9287 -0.2 0.2 0.2 0.176
H 2.6239 -0.0840 -3.1669 -0.1 -0.2 0.2 0.750
H 0.9246 0.7990 -4.4107 0.0 -0.1 0.2 0.162
H 0.7164 2.1813 -3.4226 -0.1 0.1 0.3 0.514
H -1.2818 2.4491 -2.4591 0.1 0.0 0.1 0.245
H -3.4608 1.6794 -1.7387 -0.1 -0.1 0.1 0.442
H -3.9991 -0.7365 -1.7084 0.1 -0.3 0.0 0.373
H -2.2547 -2.3630 -2.4171 0.3 -0.1 -0.1 0.535
H -0.0187 -1.5585 -3.1556 0.0 0.0 0.1 0.184
H 4.5140 -0.3895 -0.0131 -0.5 -0.9 -0.4 0.411
H 4.5169 -0.0383 -1.8063 -0.4 -0.8 0.0 0.346
H 4.7933 1.9648 0.4127 0.2 0.0 0.2 0.596
H 5.3834 3.4277 -1.5349 -0.2 0.2 -0.3 0.420
H 5.0775 1.9625 -2.6973 -0.9 0.6 -0.3 0.284
H 2.6439 -2.6260 -3.3414 0.2 0.1 -0.2 0.279
H 3.4468 -3.9244 -2.4064 -0.1 -0.1 -0.1 0.574
H 4.3087 -2.4325 -2.6644 0.0 0.2 -0.1 0.280
H 2.6638 -3.9137 0.1878 -0.1 0.0 -0.1 0.302
H 3.2686 -2.3906 0.9019 -0.3 0.0 0.0 0.352
H 4.2834 -3.3128 -0.1837 0.0 -0.2 0.0 0.479
C -3.2384 -2.3382 5.1536 0.1 0.1 0.1 0.670
O -3.0287 -2.2276 3.9656 -0.1 -0.1 -0.1 -0.601
N -2.2302 -2.4941 6.0677 0.0 -0.1 0.0 -0.379
N -4.5061 -2.3222 5.6865 -0.2 -0.1 0.0 -0.531
H -2.3811 -2.5862 7.0535 0.0 0.0 0.0 0.150
H -1.2917 -2.5106 5.7130 0.0 0.0 0.0 0.233
H -5.2722 -2.2076 5.0458 0.0 0.1 0.0 0.278
H -4.6991 -2.4120 6.6660 0.0 0.1 0.0 0.132
C 0.2841 7.2532 1.8775 0.3 -0.2 -0.1 0.675
O -0.7642 6.7188 1.5699 -0.2 0.4 0.0 -0.674
N 1.4833 6.8382 1.3751 -0.1 0.0 -0.1 -0.364
N 0.3449 8.3082 2.7540 -0.1 0.1 0.0 -0.423
H 2.3608 7.2571 1.6141 0.0 0.0 0.0 0.146
H 1.4708 6.0603 0.7347 0.0 -0.1 0.0 0.226
H -0.5214 8.6309 3.1405 0.0 0.0 0.0 0.225
H 1.1979 8.7591 3.0214 0.0 0.0 0.0 0.148
C -0.8830 -4.9410 -0.4031 0.0 0.2 0.0 0.487
O -0.0334 -5.8117 -0.5214 -0.1 -0.1 0.0 -0.717
N -2.2252 -5.2416 -0.3448 -0.1 -0.1 0.0 -0.367
N -0.5929 -3.6195 -0.3191 0.2 -0.2 0.1 -0.014
H -2.9433 -4.5493 -0.2473 0.0 0.0 0.0 0.175
H -2.4806 -6.2077 -0.4058 0.0 0.0 0.0 0.227
H 0.3752 -3.3419 -0.3608 -0.1 0.2 -0.1 -0.085
H -1.2890 -2.9034 -0.2237 0.0 0.1 -0.1 -0.021
C -6.1103 -5.5007 3.8023 0.1 0.0 0.0 0.657
O -7.1450 -4.8549 3.8350 0.0 0.0 0.0 -0.662
N -5.9592 -6.6016 3.0013 -0.1 -0.1 0.0 -0.391
N -5.0240 -5.1772 4.5591 -0.1 -0.2 0.2 -0.306
H -5.1183 -7.1441 2.9567 0.0 0.0 0.0 0.171
H -6.7406 -6.8632 2.4312 0.0 0.0 0.0 0.217
H -5.1045 -4.3702 5.1528 0.2 0.0 -0.1 0.190
H -4.1637 -5.6908 4.5491 0.0 0.0 -0.1 0.161
C 0.0458 1.2747 -7.6316 -0.1 0.0 0.0 0.632
O 0.5900 0.5293 -6.8451 0.1 -0.1 -0.1 -0.613
N 0.7480 2.0930 -8.4811 0.0 0.0 -0.1 -0.403
N -1.3175 1.3632 -7.7349 -0.1 -0.1 0.0 -0.387
H 0.3175 2.7166 -9.1353 0.0 0.0 0.0 0.149
H 1.7481 2.0538 -8.4276 0.0 0.0 0.0 0.220
H -1.8586 0.7809 -7.1225 0.0 0.0 0.1 0.234
H -1.7893 1.9725 -8.3738 0.0 0.0 0.0 0.147